No. 1
Here is the molecule C7H9N3 in a non-equilibrium geometry from OMol25. Energies are from ωB97M-V/def2-TZVPD.

## Properties
F_max (eV/A): 4.26
ΔE to the lowest compared entry with this formula, charge and spin (kJ/mol): 560.8
M (g mol⁻¹): 135.17
Frontier orbital gap (spin up / spin down) (eV): 6.038 / 6.611
LUMO level (spin up / spin down) (eV): -0.3 / 0.0
E_tot (eV): -11869.678

Positions of all 19 atoms, in Å:
C: -2.118 1.246 -0.035
C: -1.234 2.300 -0.181
C: -1.365 0.010 0.060
C: -2.513 -2.156 -0.207
C: 1.171 -0.149 0.116
C: 2.471 0.538 -0.194
C: 1.174 -1.548 0.647
N: -0.004 1.899 -0.179
N: -1.724 -1.195 -0.175
N: 0.057 0.515 -0.021
H: -3.225 1.349 -0.022
H: -1.297 3.327 -0.189
H: -2.914 -2.422 -1.190
H: 2.177 1.275 -0.962
H: 3.077 -0.149 -0.740
H: 3.070 0.873 0.752
H: 0.655 -2.266 -0.056
H: 0.437 -1.564 1.546
H: 2.104 -1.884 1.030

***

No. 2
Here is a cluster of 2 separate species, C2H2ClNO2 in total in a non-equilibrium geometry from OMol25. Energies are from ωB97M-V/def2-TZVPD.

## Properties
F_max (eV/A): 5.01
ΔE to the lowest compared entry with this formula, charge and spin (kJ/mol): 484.5
M (g mol⁻¹): 107.50
Frontier orbital gap (spin up / spin down) (eV): 7.184 / 7.215
LUMO level (spin up / spin down) (eV): -1.3 / -1.3
E_tot (eV): -20208.591

Positions of all 8 atoms, in Å:
C: -0.079 0.623 -0.354
C: -0.936 -0.097 0.450
N: 1.440 -1.353 0.101
O: 1.010 1.071 -0.053
O: 2.157 -0.464 -0.019
Cl: -2.507 -0.208 -0.076
H: -0.395 0.770 -1.499
H: -0.691 -0.342 1.450

***

No. 3
Here is a structure of composition C56H54N5O3P2SiW in a non-equilibrium geometry from OMol25. Energies are from ωB97M-V/def2-TZVPD.

## Properties
F_max (eV/A): 2.51
ΔE to the lowest compared entry with this formula, charge and spin (kJ/mol): 176.8
M (g mol⁻¹): 1118.95
Frontier orbital gap (spin up / spin down) (eV): 4.692 / 5.949
Spin multiplicity: 3
Total charge: -1
LUMO level (spin up / spin down) (eV): 1.6 / 1.6
E_tot (eV): -100824.474

Positions of all 122 atoms, in Å:
W: 0.505 -0.530 -0.316
C: -1.268 3.095 -0.008
N: -1.161 3.118 1.442
C: -1.019 1.873 2.149
P: 0.448 0.769 1.851
C: -0.312 -0.396 3.359
C: 0.353 -0.703 4.550
C: -0.140 -1.639 5.453
C: -1.325 -2.306 5.195
C: -2.027 -2.000 4.039
C: -1.527 -1.061 3.148
C: 1.774 1.488 2.948
C: 2.863 0.788 3.464
C: 3.856 1.439 4.185
C: 3.779 2.803 4.415
C: 2.704 3.515 3.900
C: 1.725 2.867 3.164
C: -1.739 4.203 2.099
C: -1.647 5.482 1.529
C: -2.180 6.587 2.168
C: -2.827 6.457 3.390
C: -2.946 5.195 3.951
C: -2.418 4.080 3.319
P: -1.323 1.392 -0.826
C: -3.145 1.164 -0.783
C: -3.823 0.555 -1.833
C: -5.201 0.410 -1.810
C: -5.932 0.867 -0.724
C: -5.267 1.460 0.339
C: -3.889 1.605 0.312
C: -1.015 2.136 -2.480
C: 0.301 2.163 -2.939
C: 0.628 2.800 -4.124
C: -0.358 3.429 -4.871
C: -1.670 3.411 -4.422
C: -1.997 2.775 -3.233
H: -0.431 3.617 -0.480
H: -2.175 3.624 -0.319
H: -1.883 1.209 2.017
H: -0.934 2.080 3.212
H: 1.269 -0.191 4.808
H: 0.417 -1.846 6.361
H: -1.702 -3.047 5.891
H: -2.963 -2.498 3.815
H: -2.117 -0.852 2.269
H: 2.949 -0.280 3.318
H: 4.693 0.870 4.572
H: 4.549 3.307 4.986
H: 2.636 4.584 4.058
H: 0.921 3.449 2.730
H: -1.136 5.609 0.583
H: -2.080 7.563 1.709
H: -3.231 7.325 3.894
H: -3.470 5.069 4.890
H: -2.556 3.109 3.774
H: -3.265 0.211 -2.687
H: -5.703 -0.066 -2.643
H: -7.009 0.767 -0.703
H: -5.820 1.820 1.198
H: -3.414 2.094 1.153
H: 1.074 1.675 -2.361
H: 1.655 2.799 -4.468
H: -0.106 3.929 -5.798
H: -2.446 3.893 -5.004
H: -3.025 2.778 -2.898
O: -2.623 -2.933 0.588
C: -1.564 -2.470 0.216
O: -1.217 -1.229 0.360
C: -0.506 -3.293 -0.424
C: -0.605 -4.671 -0.481
C: 0.422 -5.410 -1.030
C: 1.525 -4.715 -1.517
C: 1.561 -3.344 -1.412
N: 0.580 -2.607 -0.869
H: -1.506 -5.115 -0.080
H: 0.383 -6.490 -1.081
H: 2.355 -5.235 -1.972
H: 2.410 -2.792 -1.792
N: 6.090 0.497 -5.393
C: 5.293 0.256 -4.584
C: 4.320 -0.022 -3.617
C: 2.991 -0.400 -3.978
C: 2.040 -0.580 -3.025
N: 2.234 -0.413 -1.664
C: 3.537 -0.106 -1.330
C: 4.549 0.086 -2.214
H: 2.734 -0.527 -5.021
H: 1.047 -0.852 -3.324
H: 3.738 0.005 -0.274
H: 5.538 0.325 -1.848
C: 1.369 1.449 0.313
H: 1.101 2.414 -0.112
H: 2.436 1.484 0.535
C: 2.016 -1.469 1.228
C: 2.619 -2.812 1.159
C: 1.970 -3.897 1.767
C: 2.505 -5.166 1.749
C: 3.732 -5.399 1.119
C: 4.403 -4.329 0.520
C: 3.854 -3.063 0.545
C: 4.298 -6.707 1.110
N: 4.749 -7.766 1.110
H: 2.811 -0.727 1.320
H: 1.440 -1.459 2.155
H: 1.022 -3.719 2.266
H: 1.984 -5.989 2.222
H: 5.355 -4.503 0.035
H: 4.386 -2.246 0.070
C: -3.079 -2.428 -2.725
Si: -1.501 -1.536 -3.294
C: -1.937 -0.421 -4.785
C: -0.463 -2.893 -4.134
O: -0.784 -0.640 -2.161
H: -3.854 -2.390 -3.496
H: -3.491 -1.996 -1.813
H: -2.877 -3.481 -2.512
H: -1.897 -1.026 -5.695
H: -1.229 0.404 -4.898
H: -2.938 0.014 -4.733
H: -1.131 -3.488 -4.765
H: 0.008 -3.580 -3.435
H: 0.322 -2.488 -4.778

***

No. 4
Here is a cluster of 16 separate species, C4H38NO15 in total in a non-equilibrium geometry from OMol25. Energies are from ωB97M-V/def2-TZVPD.

## Properties
F_max (eV/A): 6.21
ΔE to the lowest compared entry with this formula, charge and spin (kJ/mol): 408.2
M (g mol⁻¹): 340.34
Frontier orbital gap (eV): 8.735
Total charge: +1
LUMO level (eV): -4.3
E_tot (eV): -36958.212

Positions of all 58 atoms, in Å:
C: -1.063 0.869 -0.221
C: -0.569 -0.487 -0.673
C: 0.221 -0.557 -1.748
N: 1.017 -1.688 -2.045
C: 1.878 -1.870 -3.003
H: -0.678 1.019 0.828
H: -0.668 1.658 -0.838
H: -2.222 0.862 -0.284
H: -0.439 -1.267 0.182
H: 0.424 0.247 -2.498
H: -1.950 -2.952 -1.531
H: 2.173 -2.795 -3.615
H: 2.211 -0.930 -3.489
H: -3.606 -2.267 -0.184
H: -3.405 -1.255 -1.326
O: -3.452 -2.255 -1.122
H: 1.061 -1.693 3.091
H: 0.894 -2.481 1.714
O: 0.427 -2.098 2.488
H: 3.628 -2.401 2.898
H: 3.031 -1.747 1.729
O: 2.983 -1.747 2.622
H: -0.365 1.271 3.872
H: -0.738 0.818 5.278
O: -0.328 0.563 4.465
H: -2.085 1.699 -2.562
H: -2.400 2.210 -3.905
O: -1.830 2.258 -3.182
H: 4.166 0.407 1.623
H: 3.238 1.331 2.203
O: 4.148 1.227 2.226
H: 0.593 -2.449 -1.521
H: -1.011 -4.315 -1.822
O: -1.060 -3.404 -1.517
H: 0.155 5.132 -0.517
H: 0.273 4.147 0.576
O: 0.251 4.142 -0.369
H: 3.617 -1.665 -0.746
H: 2.141 -1.062 -0.177
O: 2.764 -1.879 -0.144
H: 4.097 0.546 -2.435
H: 2.858 0.458 -1.327
O: 3.260 0.067 -2.190
H: -3.275 -0.411 1.350
H: -4.335 -1.331 1.997
O: -4.213 -0.652 1.299
H: 1.324 2.672 -1.523
H: 1.898 2.627 -0.067
O: 2.018 2.375 -0.987
H: -0.191 4.469 3.065
H: -1.697 4.227 2.506
O: -0.763 3.957 2.429
H: -1.799 -0.399 3.622
H: -1.088 -1.233 2.572
O: -1.760 -0.564 2.661
H: -3.854 -0.599 -3.674
H: -2.507 -0.567 -3.145
O: -3.397 -0.234 -2.908

***

No. 5
Here is a structure of composition C9H13AlBrHgNO2P in a non-equilibrium geometry from OMol25. Energies are from ωB97M-V/def2-TZVPD.

## Properties
F_max (eV/A): 2.89
ΔE to the lowest compared entry with this formula, charge and spin (kJ/mol): 0.0
M (g mol⁻¹): 505.66
Frontier orbital gap (eV): 2.074
Total charge: +1
LUMO level (eV): -8.7
E_tot (eV): -105221.783

Positions of all 29 atoms, in Å:
N: -4.106 0.068 -0.193
P: -2.798 -0.753 -0.523
Al: -1.012 0.997 -0.502
Br: -1.884 2.588 -1.905
C: -0.783 1.869 1.281
C: -0.591 1.055 2.527
O: 0.500 0.083 2.370
C: 0.180 -1.162 2.710
O: 0.768 -1.809 3.538
C: 0.550 0.191 -1.376
C: 1.313 -0.840 -0.802
C: 2.448 -1.319 -1.405
C: 2.845 -0.790 -2.632
C: 2.079 0.195 -3.247
C: 0.937 0.668 -2.639
H: -4.566 -0.202 0.678
H: -2.873 -1.233 -1.833
H: -2.548 -1.822 0.346
H: 0.068 2.534 1.135
H: -1.675 2.474 1.442
H: -0.283 1.684 3.359
H: -1.501 0.554 2.855
H: -0.657 -1.600 2.141
H: 1.032 -1.272 0.147
H: 3.045 -2.084 -0.938
H: 3.736 -1.145 -3.127
H: 2.373 0.599 -4.202
H: 0.361 1.430 -3.140
Hg: 3.041 -0.957 3.936

***

No. 6
Here is a cluster of 18 separate species, C28H37Cl51NPS in total in a non-equilibrium geometry from OMol25. Energies are from ωB97M-V/def2-TZVPD.

## Properties
F_max (eV/A): 3.81
ΔE to the lowest compared entry with this formula, charge and spin (kJ/mol): 0.0
M (g mol⁻¹): 2258.75
Frontier orbital gap (eV): 8.390
LUMO level (eV): 0.2
E_tot (eV): -689891.933

Positions of all 119 atoms, in Å:
C: 0.806 0.529 0.482
C: 2.086 0.796 -0.273
S: 3.498 0.582 0.813
C: 4.329 -0.888 0.150
P: 4.590 -2.132 1.477
C: 4.990 -3.728 0.655
C: 3.836 -4.282 -0.166
C: 4.014 -3.957 -1.637
C: 2.842 -4.387 -2.505
N: 1.818 -3.359 -2.542
C: 1.714 -2.507 -3.562
C: 0.712 -1.678 -3.325
C: 0.179 -2.054 -2.104
C: 0.855 -3.079 -1.656
H: -0.004 0.450 -0.212
H: 0.596 1.347 1.144
H: 0.928 -0.385 1.035
H: 2.181 0.150 -1.131
H: 2.058 1.816 -0.613
H: 5.250 -0.534 -0.275
H: 3.719 -1.283 -0.644
H: 5.791 -1.715 2.083
H: 5.255 -4.394 1.453
H: 5.865 -3.668 0.023
H: 3.892 -5.356 -0.067
H: 2.887 -3.955 0.234
H: 4.909 -4.457 -1.979
H: 4.175 -2.898 -1.739
H: 3.225 -4.458 -3.500
H: 2.460 -5.340 -2.175
H: 2.345 -2.525 -4.417
H: 0.391 -0.902 -3.969
H: -0.645 -1.569 -1.638
H: 0.693 -3.628 -0.758
C: -3.473 2.862 0.048
Cl: -4.334 4.288 -0.479
Cl: -3.229 1.754 -1.304
Cl: -1.941 3.303 0.805
H: -4.078 2.356 0.788
C: 0.985 2.157 4.546
Cl: 1.716 3.140 3.271
Cl: 1.624 2.637 6.113
Cl: -0.788 2.296 4.516
H: 1.243 1.112 4.392
C: -3.410 8.350 -0.650
Cl: -4.984 7.614 -0.946
Cl: -2.114 7.318 -1.250
Cl: -3.325 9.956 -1.378
H: -3.286 8.457 0.417
C: 0.082 -1.961 5.913
Cl: 0.949 -1.221 4.560
Cl: 0.683 -1.347 7.451
Cl: -1.646 -1.639 5.732
H: 0.241 -3.031 5.890
C: 1.264 -7.410 4.342
Cl: 0.331 -8.328 3.160
Cl: 2.965 -7.881 4.313
Cl: 1.079 -5.675 4.074
H: 0.884 -7.644 5.326
C: -5.241 6.717 2.994
Cl: -6.772 5.909 2.656
Cl: -3.895 5.755 2.422
Cl: -5.216 8.332 2.277
H: -5.144 6.825 4.064
C: -0.224 0.890 -6.781
Cl: -1.055 -0.043 -8.026
Cl: -1.260 1.098 -5.368
Cl: 1.303 0.127 -6.334
H: -0.017 1.872 -7.191
C: 1.998 6.345 4.986
Cl: 2.714 7.268 3.665
Cl: 2.584 6.937 6.550
Cl: 0.242 6.382 4.884
H: 2.313 5.314 4.886
C: -1.380 -6.485 7.465
Cl: -2.235 -7.374 6.213
Cl: 0.334 -6.901 7.450
Cl: -1.625 -4.751 7.246
H: -1.779 -6.761 8.431
C: -4.141 3.711 6.313
Cl: -5.035 5.148 5.767
Cl: -3.815 2.588 4.981
Cl: -2.640 4.213 7.082
H: -4.750 3.200 7.045
C: -3.050 3.098 -8.543
Cl: -4.256 4.350 -8.264
Cl: -2.999 2.635 -10.238
Cl: -1.457 3.634 -7.993
H: -3.324 2.226 -7.963
C: 5.227 2.432 7.108
Cl: 4.330 3.949 7.081
Cl: 5.316 1.734 5.491
Cl: 6.840 2.667 7.781
H: 4.695 1.739 7.744
C: -3.500 -6.335 2.577
Cl: -3.842 -7.969 3.159
Cl: -3.029 -5.277 3.904
Cl: -2.259 -6.366 1.327
H: -4.406 -5.941 2.139
C: -0.977 7.014 8.996
Cl: -1.513 7.976 7.623
Cl: 0.210 5.796 8.516
Cl: -0.317 8.055 10.259
H: -1.839 6.500 9.399
C: 3.266 -7.483 -5.009
Cl: 2.251 -6.116 -5.466
Cl: 3.636 -8.486 -6.408
Cl: 4.752 -6.931 -4.228
H: 2.718 -8.085 -4.298
C: -5.331 -0.159 -11.953
Cl: -4.287 0.479 -13.226
Cl: -4.365 -0.728 -10.595
Cl: -6.489 1.063 -11.431
H: -5.882 -0.998 -12.353
C: -1.124 0.246 -15.435
Cl: -0.699 -1.453 -15.235
Cl: -0.647 1.182 -14.020
Cl: -0.395 0.905 -16.899
H: -2.198 0.312 -15.537

***

No. 7
Here is the molecule C5H7NO in a non-equilibrium geometry from OMol25. Energies are from ωB97M-V/def2-TZVPD.

## Properties
F_max (eV/A): 2.05
ΔE to the lowest compared entry with this formula, charge and spin (kJ/mol): 451.9
M (g mol⁻¹): 97.12
Frontier orbital gap (eV): 9.103
LUMO level (eV): 0.6
E_tot (eV): -8831.520

Positions of all 14 atoms, in Å:
C: 0.728 -1.143 -0.542
C: 0.553 0.180 1.392
C: -0.489 -0.028 0.375
N: -1.675 -0.761 0.638
C: -0.330 1.055 -0.603
C: 0.807 1.683 -0.302
O: 1.323 1.154 0.873
H: 0.258 -2.049 -0.203
H: 0.731 -1.120 -1.654
H: 1.766 -1.030 -0.200
H: -2.577 -0.342 0.455
H: -1.673 -1.206 1.548
H: -1.002 1.211 -1.417
H: 1.439 2.414 -0.791

***

No. 8
Here is a cluster of 2 separate species, C19H20Cl2N4O2 in total in a non-equilibrium geometry from OMol25. Energies are from ωB97M-V/def2-TZVPD.

## Properties
F_max (eV/A): 4.56
ΔE to the lowest compared entry with this formula, charge and spin (kJ/mol): 415.6
M (g mol⁻¹): 407.30
Frontier orbital gap (eV): 4.466
LUMO level (eV): -3.3
E_tot (eV): -55123.799

Positions of all 47 atoms, in Å:
N: -3.030 -1.763 2.957
C: -2.025 -1.222 2.660
C: -0.812 -0.538 2.467
C: -0.786 0.834 2.553
C: -2.009 1.571 2.584
N: -3.003 2.190 2.669
C: 0.385 1.545 3.090
O: 0.273 2.673 3.560
C: 1.643 0.730 3.193
Cl: 3.010 1.587 3.737
C: 1.634 -0.631 3.079
Cl: 2.969 -1.600 3.490
C: 0.370 -1.367 2.828
O: 0.220 -2.574 3.021
C: -4.962 4.469 -2.755
N: -4.593 3.120 -2.389
C: -3.706 3.079 -1.257
C: -3.182 1.663 -1.079
N: -4.296 0.762 -0.888
C: -3.916 -0.530 -0.479
C: -2.742 -1.128 -0.844
C: -2.722 -2.608 -1.006
C: -3.395 -3.362 0.156
C: -4.801 -2.833 0.407
C: -4.926 -1.294 0.377
C: -5.277 0.811 -1.976
C: -5.732 2.239 -2.250
H: -5.540 4.452 -3.686
H: -5.576 4.970 -1.984
H: -4.052 5.067 -2.909
H: -2.864 3.758 -1.454
H: -4.204 3.389 -0.315
H: -2.610 1.398 -1.988
H: -2.515 1.648 -0.204
H: -1.900 -0.561 -1.300
H: -3.293 -2.929 -1.907
H: -1.704 -2.987 -1.164
H: -3.451 -4.437 -0.074
H: -2.791 -3.261 1.066
H: -5.455 -3.240 -0.372
H: -5.146 -3.215 1.380
H: -4.806 -0.966 1.432
H: -5.959 -1.039 0.092
H: -4.834 0.429 -2.919
H: -6.160 0.213 -1.728
H: -6.405 2.580 -1.429
H: -6.290 2.283 -3.201